28
Properties=species:S:1:pos:R:3:forces:R:3:lowdin_charge:R:1 method="wB97M-V/def2-TZVPD" charge=+1 gap_ev=9.7 energy_ev=-16431.9704 relative_energy_kcal_mol=68.8 lumo_ev=-2.36 e_homo_ev=-12.0
C 1.167262 -2.414366 -0.008366 2.3 1.2 0.0 -0.129
C 1.383320 -1.118493 0.535549 -0.9 0.0 0.8 -0.048
C -1.566387 0.324278 -1.802674 -0.6 1.9 -2.3 -0.177
C -2.436238 -0.165670 -0.698392 1.3 -2.2 2.2 -0.200
C -0.039511 0.414696 -1.441808 0.3 -2.1 -3.2 -0.117
C -2.205426 0.419090 0.694548 0.6 1.7 -0.1 -0.090
C 0.234433 0.839654 -0.079339 -0.6 2.3 2.2 -0.389
N 2.312124 -3.083294 0.032469 0.5 -0.8 -0.5 0.095
N 2.683718 -1.185574 0.937882 -3.4 3.3 0.4 0.041
N 3.191672 -2.289789 0.563687 0.0 -3.3 -0.9 -0.028
N -0.853378 1.143181 0.697439 -0.5 -1.7 0.7 -0.104
N -0.593116 1.942360 1.831450 1.0 0.1 -0.7 0.080
N 1.335798 1.614062 0.140221 -0.3 0.8 0.8 0.110
H 0.454342 -2.799074 -0.686857 -1.2 -0.3 0.1 0.091
H -1.744173 -0.321731 -2.726804 0.6 0.7 1.3 0.138
H -1.982000 1.342392 -2.157197 1.0 -1.2 0.6 0.141
H -3.479402 -0.207662 -0.830807 -1.3 0.4 -0.9 0.106
H -2.199963 -1.224210 -0.511197 0.1 -0.1 -0.5 0.116
H 0.388591 -0.669480 -1.571065 -0.6 2.3 0.0 0.127
H 0.537405 1.136846 -2.177830 -1.2 -1.6 1.4 0.166
H -2.920067 1.213800 0.971089 0.3 0.0 -0.5 0.122
H -2.410662 -0.335949 1.490154 1.1 0.3 -0.4 0.135
H 4.042378 -2.668011 0.826256 2.1 -0.5 0.7 0.160
H -1.276600 1.856516 2.557828 -0.4 -0.2 0.1 0.096
H -0.528978 2.894736 1.488375 -0.3 0.2 0.3 0.108
H 1.936481 1.738381 -0.686244 -0.2 0.2 1.3 0.126
H 3.135789 -0.471895 1.501217 0.3 -0.4 -0.3 0.177
H 1.432587 2.075207 1.110418 0.1 -1.1 -2.5 0.147

62
Properties=species:S:1:pos:R:3:forces:R:3:lowdin_charge:R:1 method="wB97M-V/def2-TZVPD" gap_ev=8.4 energy_ev=-53975.5943 lumo_ev=0.54 e_homo_ev=-7.9 smiles="Cc1ccccc1C(=O)N1CCc2cc(-c3nc(NC(=O)Cc4ccc5c(c4)OCO5)sc3C)ccc21"
C -6.318427 -1.070251 1.760210 0.0 -0.1 0.0 -0.025
C -6.602419 -0.170752 0.596248 0.1 0.0 -0.1 -0.222
C -7.717703 0.655237 0.575630 0.0 0.0 0.0 -0.040
C -7.975441 1.478453 -0.506810 0.0 0.1 0.0 -0.081
C -7.118335 1.484818 -1.593205 0.0 0.1 -0.1 -0.080
C -5.998688 0.671669 -1.586848 0.0 -0.1 0.1 -0.031
C -5.735282 -0.146399 -0.497157 -0.3 0.0 -0.1 -0.131
C -4.543841 -1.057662 -0.528925 0.0 0.2 0.0 -0.405
O -4.629199 -2.231490 -0.830925 0.0 -0.2 0.0 0.094
N -3.373933 -0.450430 -0.192365 -0.1 -0.1 0.0 0.042
C -2.115889 -1.051771 -0.147041 0.6 -0.2 0.0 -0.137
C -1.752802 -2.333575 -0.521555 -0.2 -0.1 -0.1 0.021
C -0.421854 -2.698560 -0.392925 0.2 0.2 0.1 -0.021
C 0.531294 -1.809435 0.095227 -0.2 0.0 0.0 -0.164
C 0.149629 -0.518018 0.469254 -0.2 -0.2 -0.1 0.034
C -1.168647 -0.152837 0.348397 -0.1 -0.1 -0.1 -0.141
C -1.831268 1.145501 0.700954 0.0 0.0 0.0 -0.077
H -1.808085 1.301474 1.781863 0.0 0.0 0.0 0.124
H -1.330499 1.992424 0.233367 -0.1 0.0 0.0 0.102
C -3.269163 0.956946 0.189716 -0.2 0.6 0.1 -0.094
H -3.464663 1.588327 -0.683039 0.0 0.0 0.1 0.126
H -4.016152 1.196222 0.950576 0.1 0.0 -0.1 0.127
H 0.887573 0.169763 0.850522 0.1 0.1 0.1 0.117
C 1.938217 -2.194017 0.220559 0.3 -1.0 0.4 -0.289
C 2.406049 -3.352486 0.773682 0.1 0.4 -0.2 -0.518
S 4.148540 -3.361461 0.738854 -0.4 0.6 -0.3 1.090
C 4.084095 -1.771872 -0.032369 -0.4 -1.0 0.5 -0.586
N 2.899285 -1.323047 -0.214427 0.3 0.7 -0.3 0.120
N 5.267142 -1.181221 -0.377718 0.7 -0.2 0.3 0.111
C 5.539267 -0.114734 -1.207427 -0.2 0.1 -0.2 -0.461
O 6.694085 0.193511 -1.390139 0.2 0.2 -0.1 0.082
C 4.364156 0.597770 -1.824392 0.1 0.1 -0.2 -0.060
C 3.835096 1.668749 -0.900679 0.1 0.1 0.1 -0.212
C 4.712533 2.503181 -0.223682 0.0 -0.1 -0.1 -0.026
C 4.263408 3.522896 0.611041 -0.4 0.2 0.2 0.019
C 2.904310 3.677988 0.731347 -0.2 -0.4 -0.3 -0.202
C 2.017795 2.847732 0.046901 0.5 0.3 0.2 -0.193
C 2.454316 1.835211 -0.770601 -0.2 0.3 0.1 0.039
H 1.760593 1.195497 -1.288690 -0.1 -0.1 -0.1 0.123
O 0.727918 3.226822 0.336212 0.2 -0.4 -0.3 0.006
C 0.837231 4.321148 1.221420 -1.0 0.7 0.5 -0.161
O 2.196969 4.593392 1.469596 0.5 -0.1 0.0 0.036
H 0.358626 5.207054 0.772595 0.2 -0.2 0.0 0.141
H 0.329871 4.078920 2.169751 0.2 0.0 -0.2 0.140
H 4.947681 4.167172 1.136367 0.1 0.1 0.1 0.119
H 5.774958 2.363840 -0.350583 0.1 0.0 0.0 0.113
H 4.720534 1.066720 -2.745552 0.1 -0.1 0.1 0.136
H 3.569653 -0.110935 -2.050701 0.1 0.1 -0.1 0.107
H 6.100533 -1.636341 -0.020443 -0.1 0.2 -0.1 0.145
C 1.655863 -4.477762 1.387809 0.1 -0.1 0.0 -0.102
H 0.641399 -4.162880 1.622043 0.0 0.0 0.0 0.080
H 2.149174 -4.806108 2.301311 -0.1 -0.1 0.1 0.074
H 1.609609 -5.330485 0.709013 -0.1 -0.1 0.0 0.083
H -0.116091 -3.685221 -0.705301 0.0 -0.1 0.0 0.117
H -2.485856 -3.022780 -0.905050 0.0 0.0 0.0 0.104
H -5.329500 0.659801 -2.435596 0.1 0.0 -0.1 0.123
H -7.321816 2.117025 -2.444412 0.0 0.0 -0.1 0.102
H -8.851189 2.110448 -0.504718 -0.1 0.1 0.0 0.102
H -8.395823 0.648303 1.417065 -0.1 0.0 0.1 0.110
H -6.166045 -2.091034 1.413735 0.0 -0.1 0.1 0.087
H -7.141065 -1.056993 2.470696 0.0 0.0 0.1 0.078
H -5.409379 -0.758641 2.276335 0.1 0.0 0.1 0.086

19
Properties=species:S:1:pos:R:3:forces:R:3:lowdin_charge:R:1 method="wB97M-V/def2-TZVPD" gap_ev=10.9 energy_ev=-9473.7448 relative_energy_kcal_mol=32.1 lumo_ev=0.98 e_homo_ev=-9.9 smiles=CO[C@@H](C)CCO
C 1.492763 1.780360 -0.653788 0.2 0.1 -0.1 -0.111
O 0.251405 1.198344 -0.339160 -0.1 0.0 0.0 -0.177
C 0.309609 -0.116265 0.206247 0.0 -0.3 0.1 -0.394
C 1.199975 -0.193557 1.465459 0.0 0.0 0.1 -0.041
C -1.146622 -0.522388 0.488849 0.0 0.0 0.0 -0.132
C -1.872568 -1.283764 -0.619377 0.1 -0.3 0.3 -0.275
O -2.266336 -0.498956 -1.723633 0.2 0.2 -0.2 -0.060
H 2.019532 1.236810 -1.453999 -0.1 0.0 0.1 0.093
H 2.160420 1.840250 0.217291 -0.1 0.0 -0.2 0.077
H 1.285437 2.799831 -0.989567 0.0 -0.2 0.0 0.092
H 0.734589 -0.790803 -0.561346 -0.1 0.1 0.1 0.143
H 1.415916 0.808041 1.849086 -0.1 -0.1 0.0 0.077
H 2.154108 -0.693190 1.266968 -0.1 0.2 0.0 0.081
H 0.702922 -0.742350 2.270163 0.1 0.0 -0.2 0.071
H -1.704987 0.392352 0.719857 0.0 -0.1 0.0 0.131
H -1.173667 -1.155210 1.383334 0.0 0.0 -0.1 0.110
H -1.257152 -2.142528 -0.941017 -0.1 0.2 0.0 0.117
H -2.800196 -1.696428 -0.207998 0.1 0.1 -0.1 0.117
H -1.479534 -0.073741 -2.086241 -0.1 0.1 0.1 0.082

88
Properties=species:S:1:pos:R:3:forces:R:3:lowdin_charge:R:1 method="wB97M-V/def2-TZVPD" charge=+1 gap_ev="6.9 / 6.7" energy_ev=-100381.7686 relative_energy_kcal_mol=0.0 lumo_ev="-2.89 / -3.08" multiplicity=5 e_homo_ev="-9.8 / -9.8" s_squared=6.014
Fe 1.132088 0.213410 0.228022 0.0 0.0 0.0 0.690
C 1.828385 -0.726312 3.543398 0.0 0.0 0.0 -0.036
O 1.204733 0.174858 2.629607 0.0 0.0 0.0 -0.178
C 0.343546 1.109910 3.159703 0.0 0.0 0.0 -0.232
C -0.115440 1.089587 4.464404 0.0 0.0 0.0 -0.013
C -0.984686 2.086805 4.888726 0.0 0.0 0.0 -0.067
C -1.390067 3.090446 4.022786 0.0 0.0 0.0 -0.074
C -0.918653 3.112614 2.719101 0.0 0.0 0.0 -0.009
C -0.052142 2.122918 2.282446 0.0 0.0 0.0 -0.189
N 0.521957 2.062631 0.985684 0.1 0.0 0.0 -0.011
N 0.533759 3.166165 0.362679 0.0 0.0 0.1 0.123
C 1.261793 3.315846 -0.774901 0.0 0.0 -0.1 -0.155
C 2.372155 2.495177 -1.108250 0.0 0.1 -0.1 -0.309
O 2.660216 1.412782 -0.472314 0.0 -0.1 0.1 -0.153
C 3.234282 2.926832 -2.168614 0.0 0.0 0.0 0.008
C 2.965974 4.039420 -2.886833 0.0 0.0 0.0 0.000
C 1.831313 4.864890 -2.608655 0.0 0.0 0.0 -0.170
C 1.560365 6.012611 -3.375752 0.0 0.0 0.0 -0.030
C 0.478450 6.804606 -3.090189 0.0 0.0 0.0 -0.075
C -0.363079 6.461893 -2.022558 0.0 0.0 0.0 -0.069
C -0.119930 5.341927 -1.264446 0.0 0.0 0.0 -0.031
C 0.988289 4.519551 -1.537191 0.0 0.0 0.0 -0.113
H 2.295266 -0.173201 4.358549 0.0 0.0 0.0 0.109
H 1.099863 -1.435280 3.941696 0.0 0.0 0.0 0.093
H 2.592826 -1.251917 2.980290 0.0 0.0 0.0 0.084
H 0.185819 0.310221 5.148980 0.0 0.0 0.0 0.114
H -1.346022 2.072118 5.908392 0.0 0.0 0.0 0.113
H -2.065975 3.862400 4.364661 0.0 0.0 0.0 0.109
H -1.200645 3.899136 2.033399 0.0 0.0 0.0 0.108
H 4.098093 2.309965 -2.380308 0.0 0.0 0.0 0.119
H 3.621901 4.328439 -3.699986 0.0 0.0 0.0 0.122
H 2.224284 6.260389 -4.195200 0.0 0.0 0.0 0.115
H 0.273177 7.686921 -3.680843 0.0 0.0 0.0 0.106
H -1.216730 7.086439 -1.792941 0.0 0.0 0.0 0.107
H -0.779517 5.086015 -0.447445 0.0 0.0 0.0 0.099
O 3.955563 -0.764706 -0.060849 0.1 -0.1 -0.1 -0.024
N 2.730435 -1.289827 0.277006 -0.1 -0.1 0.0 -0.078
C 2.813096 -2.526307 0.572926 0.0 0.0 0.0 -0.078
C 1.751619 -3.470752 0.963321 0.0 0.0 0.0 -0.187
C 2.253539 -4.746584 1.252138 0.0 0.0 0.0 -0.028
C 1.425374 -5.804424 1.577296 0.0 0.0 0.0 -0.046
C 0.053907 -5.611653 1.598603 0.0 0.0 0.0 -0.042
C -0.459129 -4.357408 1.313798 0.0 0.0 0.0 -0.103
C 0.360101 -3.267163 1.017584 0.0 0.0 0.0 -0.301
P -0.483635 -1.687055 0.646237 0.0 0.0 0.0 1.112
C -1.559799 -2.202131 -0.748656 -0.1 0.1 0.0 -0.337
C -2.773821 -1.560819 -0.994514 0.0 -0.1 0.0 -0.092
C -3.537547 -1.891008 -2.103244 0.0 0.0 0.0 -0.066
C -3.096875 -2.859388 -2.993609 0.0 0.0 0.0 -0.071
C -1.887594 -3.496145 -2.765060 0.0 0.0 0.0 -0.074
C -1.123993 -3.169430 -1.653182 0.1 0.0 0.0 -0.100
C -1.599609 -1.401084 2.062976 0.0 0.0 0.0 -0.339
C -2.391756 -0.251020 2.008227 0.0 0.0 0.0 -0.122
C -3.282541 0.048776 3.024529 0.0 0.0 0.0 -0.064
C -3.363491 -0.773519 4.139261 0.0 0.0 0.0 -0.066
C -2.538154 -1.882264 4.234682 0.0 0.0 0.0 -0.063
C -1.663182 -2.198533 3.202837 0.0 0.0 0.0 -0.089
H 3.741195 0.164549 -0.327688 0.0 0.1 0.1 0.057
H 3.812642 -2.956329 0.526486 0.0 0.0 0.0 0.140
H 3.323284 -4.908754 1.209759 0.0 0.0 0.0 0.117
H 1.849969 -6.774751 1.795813 0.0 0.0 0.0 0.116
H -0.615330 -6.430169 1.827125 0.0 0.0 0.0 0.117
H -1.533368 -4.217728 1.310087 0.0 0.0 0.0 0.121
H -3.152352 -0.813404 -0.312394 0.0 0.0 0.0 0.087
H -4.484758 -1.393364 -2.265957 0.0 0.0 0.0 0.112
H -3.696777 -3.120962 -3.855181 0.0 0.0 0.0 0.110
H -1.537241 -4.259847 -3.447888 0.0 0.0 0.0 0.110
H -0.185989 -3.686246 -1.491309 0.0 0.0 0.0 0.105
H -2.298960 0.437024 1.175788 0.0 0.0 0.0 0.091
H -3.894446 0.938170 2.955499 0.0 0.0 0.0 0.115
H -4.053655 -0.538716 4.938793 0.0 0.0 0.0 0.112
H -2.577987 -2.516155 5.111054 0.0 0.0 0.0 0.111
H -1.037580 -3.075038 3.300517 0.0 0.0 0.0 0.094
C 1.268834 -2.187878 -4.753895 0.0 0.0 0.0 -0.005
C 0.715507 -1.207831 -3.779821 0.0 0.0 0.0 -0.292
C -0.381578 -0.378854 -3.838474 0.0 0.0 0.0 0.033
C -0.410906 0.311567 -2.615258 -0.1 -0.1 0.0 -0.317
N 0.604392 -0.074096 -1.851756 0.0 -0.1 0.0 -0.005
N 1.274004 -1.002353 -2.571998 0.0 0.1 0.0 0.070
C -1.393894 1.331226 -2.149875 0.0 0.0 0.0 -0.003
H 0.708908 -2.141362 -5.684570 0.0 0.0 0.0 0.088
H 1.197912 -3.205325 -4.365463 0.0 0.0 0.0 0.081
H 2.315689 -1.978358 -4.976219 0.0 0.0 0.0 0.088
H -1.075893 -0.283029 -4.655447 0.0 0.0 0.0 0.124
H 2.125491 -1.396690 -2.207401 0.0 0.0 0.0 0.151
H -2.309394 1.266292 -2.734807 0.0 0.0 0.0 0.089
H -0.991725 2.339312 -2.256568 0.0 0.0 0.0 0.078
H -1.644149 1.181329 -1.097353 0.0 0.0 0.0 0.059

13
Properties=species:S:1:pos:R:3:forces:R:3:lowdin_charge:R:1 method="wB97M-V/def2-TZVPD" gap_ev=9.5 energy_ev=-25921.5019 relative_energy_kcal_mol=10.0 lumo_ev=0.62 e_homo_ev=-8.9 smiles=CSSC.O
S -0.810244 -1.827613 -0.379180 -0.4 -0.2 0.9 0.391
S -1.524675 0.075841 -0.060036 0.1 0.1 0.2 0.395
C -0.805375 -2.668452 1.295769 0.6 0.4 0.0 -0.445
C -0.008461 1.089631 0.110766 0.8 -0.5 0.0 -0.498
H -1.692409 -2.514659 1.933046 0.2 0.2 -0.7 0.034
H 0.082630 -2.294490 1.832630 -0.4 -0.3 -0.1 0.022
H -0.681067 -3.750397 1.120982 0.0 0.5 -0.1 0.026
H -0.156715 2.147413 -0.164437 -0.4 -0.6 0.1 0.025
H 0.701607 0.636960 -0.601634 -0.2 0.4 0.3 0.009
H 0.431840 1.047372 1.121180 -0.4 0.0 -0.3 0.033
O 1.705308 2.423973 -2.281392 -0.6 0.8 0.6 -0.089
H 0.862564 2.858051 -2.545238 0.9 -0.4 0.3 0.053
H 1.894995 2.776371 -1.382453 -0.2 -0.3 -1.0 0.044

14
Properties=species:S:1:pos:R:3:forces:R:3:lowdin_charge:R:1 method="wB97M-V/def2-TZVPD" gap_ev=7.5 energy_ev=-7818.6165 relative_energy_kcal_mol=162.1 lumo_ev=0.84 e_homo_ev=-6.7
C -0.740388 0.073102 3.027211 -1.6 -0.9 0.5 -0.083
C 1.267226 0.290698 -2.162255 1.5 0.8 -3.5 -0.168
C -1.067724 -0.643357 -0.737799 2.7 2.0 -0.5 -0.083
C 1.343242 0.469541 -0.665184 -1.2 -0.9 -2.2 0.037
C 0.337013 -0.232113 -1.190858 0.5 0.9 1.7 -0.211
C -0.837780 -0.373396 0.623766 -1.5 -0.4 2.8 -0.051
N -0.886299 -0.118531 1.767529 0.4 -0.7 -1.3 -0.007
H -1.187920 -0.548020 3.768306 -0.6 -0.4 -0.1 0.035
H -0.016182 0.702601 3.336192 2.2 2.1 0.8 -0.002
H 1.045943 1.259678 -2.828457 0.2 -2.1 1.3 0.118
H 1.953814 -0.452955 -2.731926 -1.0 1.3 1.0 0.100
H -1.731915 0.005740 -1.234506 -1.2 1.0 -0.7 0.106
H -1.407757 -1.610416 -0.864300 -0.2 -2.3 -0.6 0.101
H 1.928728 1.177428 -0.107719 -0.3 -0.5 0.7 0.108